1.
# C6H20N4O2P

A 2-piece molecular cluster, C6H20N4O2P overall (ωB97M-V with the def2-TZVPD basis set, the Open Molecules 2025 dataset).

- charge = -1
- HOMO (eV) = -2.85
- orbital gap (eV) = 5.794

Cartesian coordinates (Å):
N1 -0.87239 -4.75537 0.11628
C1 -1.45629 -3.95804 0.91852
N2 -2.81811 -3.64552 0.91934
N3 -0.77724 -3.30400 1.97722
C2 -0.10168 -2.04061 1.61456
C3 1.05728 -2.14724 0.62429
C4 2.17379 -1.11884 0.86428
C5 1.70795 0.29966 1.18370
P1 0.95121 1.27842 -0.30379
H1 -1.54577 -5.16445 -0.53129
H2 -3.01629 -2.87623 1.54210
H3 -3.23019 -3.51457 0.00708
H4 -0.12877 -3.95444 2.40248
H5 -0.86562 -1.35874 1.23312
H6 0.24524 -1.60197 2.55167
H7 0.69098 -2.03552 -0.39719
H8 1.45710 -3.16468 0.69294
H9 2.86485 -1.50410 1.62679
H10 2.75562 -1.05512 -0.06307
H11 0.96348 0.33469 1.98651
H12 2.56911 0.89175 1.51675
H13 -0.22750 0.31911 -0.32400
H14 0.21668 2.14552 0.68082
H15 2.10025 2.23933 -0.29131
H16 1.68123 0.40025 -1.26864
H17 0.35628 2.01713 -1.40739
C6 -1.58915 5.51585 -2.49765
N4 -0.17496 5.06644 -2.63893
O1 0.01527 3.94034 -3.02375
O2 0.67941 5.87908 -2.33046
H18 -2.23256 4.69529 -2.79109
H19 -1.73355 5.78906 -1.45683
H20 -1.71564 6.38750 -3.13304

---

2.
# C6H20N4Si

A 2-piece molecular cluster, C6H20N4Si overall in a non-equilibrium geometry (ωB97M-V with the def2-TZVPD basis set, the Open Molecules 2025 dataset).

- charge = 0
- SMILES string = CN[SiH](N(C)C)N(C)C.C=N
- HOMO (eV) = -7.70
- relative energy (zero: lowest compared OMol25 entry of this formula, charge and spin) (kJ/mol) = 298.7
- orbital gap (eV) = 8.436

Cartesian coordinates (Å):
C1 1.15842 -1.44927 -2.40514
N1 1.17254 -0.58527 -1.23536
Si1 0.33480 -0.51034 0.11901
N2 -0.68308 0.86944 0.54120
C2 -0.48955 2.16889 -0.02298
C3 -0.86997 1.08489 2.00320
N3 -1.14111 -1.38154 0.16652
C4 -2.28676 -0.93123 -0.71304
C5 -1.00227 -2.81789 0.19820
H1 0.26162 -1.37932 -3.00671
H2 1.98205 -1.31501 -3.16607
H3 1.28925 -2.47853 -2.07145
H4 1.67136 0.16514 -1.54800
H5 1.39056 -0.77176 1.06871
H6 -1.30386 2.35563 -0.72291
H7 -0.72882 3.10851 0.57782
H8 0.58099 2.19649 -0.43085
H9 -1.28308 0.17177 2.61642
H10 0.04450 1.45153 2.39392
H11 -1.68379 1.81941 2.08337
H12 -3.22858 -0.95510 -0.09673
H13 -2.16237 0.04802 -1.00319
H14 -2.44735 -1.53455 -1.58479
H15 -0.79227 -3.33236 1.24406
H16 -1.87917 -3.34789 -0.16677
H17 -0.14340 -3.25785 -0.40512
C6 2.50324 1.78393 0.99455
N4 1.79978 2.69116 1.52765
H18 3.50302 1.76675 0.69190
H19 1.99489 0.88936 0.86080
H20 2.43841 3.47702 1.49178